10
Properties=species:S:1:pos:R:3:forces:R:3 method="wB97M-V/def2-TZVPD" e_lumo_ha=-0.0083 total_energy_ha=-669.4787 homo_lumo_gap_ev=8.34 e_above_lowest_kj_mol=53.53 homo_energy_ha=-0.3146 total_charge=0
C 0.559964 -0.761917 0.163212 0.17 -1.97 -2.65
C 0.303981 0.528362 0.757774 0.72 -1.26 3.27
C -0.337006 1.478025 0.153575 -0.72 -0.10 -1.16
H -1.430857 -1.070686 -0.800517 1.47 0.26 0.43
H -0.033458 -1.825716 -1.508818 -0.19 -0.18 0.54
H 0.624951 0.600594 1.817667 -0.19 0.26 -0.83
H -0.568001 1.309408 -0.889395 -0.47 0.80 -0.17
N -0.409463 -1.253440 -0.760948 0.68 0.75 0.68
F -0.731880 2.590570 0.743145 0.11 0.48 -0.14
S 2.021769 -1.595199 0.324307 -1.58 0.96 0.03

10
Properties=species:S:1:pos:R:3:forces:R:3 method="wB97M-V/def2-TZVPD" e_lumo_ha=-0.0012 total_energy_ha=-669.4220 homo_lumo_gap_ev=9.55 e_above_lowest_kj_mol=202.41 homo_energy_ha=-0.3522 total_charge=0
C 1.261532 2.010401 -0.813944 -0.66 -0.66 -0.12
C -0.439439 0.161171 -0.668152 -3.83 -3.11 0.75
C -0.498815 -0.375350 0.767236 1.66 2.23 1.25
N 0.488151 1.128872 -0.811490 1.64 2.66 -0.81
F 1.934950 -0.667600 0.094231 -0.47 -1.23 1.04
S 0.838611 -1.567134 0.994261 0.48 0.65 -0.60
H -0.264479 -0.817837 -1.126581 0.58 0.68 -1.27
H -1.518862 0.399498 -0.971557 1.68 0.44 0.21
H -0.355158 0.458873 1.492927 0.15 -0.40 -0.51
H -1.446488 -0.730890 1.043069 -1.21 -1.25 0.04

12
Properties=species:S:1:pos:R:3:forces:R:3 method="wB97M-V/def2-TZVPD" multiplicity=2 e_lumo_ha="-0.2520 / -0.2540" total_energy_ha=-1202.6587 homo_lumo_gap_ev="6.81 / 6.76" e_above_lowest_kj_mol=0.00 homo_energy_ha="-0.5021 / -0.5023" total_charge=+1
F 0.811472 -4.024602 1.788044 0.63 2.96 -0.43
O 1.290636 -0.201562 2.320323 1.00 2.67 0.22
C 2.000314 0.154182 1.316540 -2.66 -3.20 0.26
C 1.106634 -2.250837 1.849626 -0.72 -5.41 -1.32
O 2.069455 1.346756 0.964282 0.89 3.37 0.83
O 2.431726 -0.793771 0.508135 0.87 1.38 -0.41
C 1.591037 -1.957474 0.430122 -0.30 -0.44 0.99
Sc 1.399873 2.473094 2.673741 0.40 -2.41 -1.60
H 0.024654 -2.104787 1.951700 0.97 0.27 1.04
H 1.935944 -2.438474 2.542790 -1.08 0.71 0.24
H 0.752124 -1.726010 -0.234265 0.26 -0.12 0.00
H 2.214418 -2.766839 0.037931 -0.28 0.21 0.18

12
Properties=species:S:1:pos:R:3:forces:R:3 method="wB97M-V/def2-TZVPD" multiplicity=9 e_lumo_ha="-0.5076 / -0.6038" total_energy_ha=-1114.2211 homo_lumo_gap_ev="5.40 / 6.91" e_above_lowest_kj_mol=587.74 homo_energy_ha="-0.7060 / -0.8577" total_charge=+3
O 1.216472 0.252404 0.028913 2.86 0.72 -0.70
C 0.207657 -0.473951 0.195057 -0.73 1.10 1.52
C -0.256821 -1.719121 -0.411396 1.51 -1.92 -0.22
Gd 3.731726 -0.615299 0.139508 -0.02 -0.20 0.28
Li 1.145276 2.300107 -0.596592 -0.80 0.59 0.03
H -0.544069 -0.004238 0.850468 -0.62 -0.04 0.68
H 0.440222 -1.688329 -1.324651 -2.39 -0.51 -0.03
H -1.325189 -1.849310 -0.176154 0.06 0.16 -1.63
H 0.170253 -2.550658 0.172894 0.07 -0.08 0.21
O -2.603100 1.562795 0.297174 1.48 1.32 1.75
C -1.622626 2.162481 0.499716 -2.34 -1.70 -2.87
O -0.559796 2.623119 0.325064 0.91 0.56 0.97

12
Properties=species:S:1:pos:R:3:forces:R:3 method="wB97M-V/def2-TZVPD" multiplicity=3 e_lumo_ha="-0.0686 / -0.0734" total_energy_ha=-695.7476 homo_lumo_gap_ev="4.25 / 5.81" homo_energy_ha="-0.2250 / -0.2870" total_charge=0
H 0.828167 2.439999 -0.382880 -0.18 -0.25 0.08
C 0.172591 1.553626 -0.482075 -0.44 0.19 0.09
C -0.885009 1.619434 0.582965 -0.53 1.22 -0.43
O -1.612230 0.498249 0.904867 1.31 -0.89 0.50
C -2.614199 -0.072209 0.020570 -0.75 0.48 -0.25
O -1.936833 -1.351401 -0.228549 1.42 -0.87 0.27
Mg -0.067102 -1.048875 0.580417 -0.92 1.77 -1.23
O 0.905962 0.363553 -0.398516 -1.28 -1.07 0.83
H -0.301175 1.640704 -1.485745 0.03 -0.06 0.29
H -1.444086 2.549218 0.729113 0.27 -0.21 0.03
H -2.514455 -1.982422 -0.660761 -0.22 0.09 -0.04
Hg 3.146411 -0.045149 -0.774715 1.29 -0.39 -0.15

12
Properties=species:S:1:pos:R:3:forces:R:3 method="wB97M-V/def2-TZVPD" multiplicity=2 e_lumo_ha="0.1325 / 0.0413" total_energy_ha=-571.0045 homo_lumo_gap_ev="7.90 / 4.06" e_above_lowest_kj_mol=217.25 homo_energy_ha="-0.1577 / -0.1080" total_charge=-1
H 3.017215 0.737570 -0.701420 -0.79 -0.07 0.40
C 1.151010 -0.388828 -0.392670 0.46 -1.10 -2.88
C 0.020188 0.545728 -0.737980 0.69 1.81 0.71
O -1.271849 0.006080 -0.655169 0.09 -0.28 -0.37
C -1.916392 -0.075682 0.564630 -1.58 -0.65 -0.71
O -1.249583 0.244265 1.581777 -0.21 1.23 0.38
O -3.085436 -0.454358 0.500017 0.72 0.23 0.09
O 1.065410 -1.276380 0.470039 0.50 -0.35 0.53
H 1.750513 -0.646815 -1.293583 -0.11 0.05 0.72
H 0.161023 0.873173 -1.778662 0.02 -0.18 0.27
H 0.149572 1.441685 -0.103978 -0.47 -0.16 -0.17
Hg 0.208330 -1.006437 2.546998 0.67 -0.55 1.04

12
Properties=species:S:1:pos:R:3:forces:R:3 method="wB97M-V/def2-TZVPD" e_lumo_ha="-0.0507 / -0.0492" total_energy_ha=-1260.5908 homo_lumo_gap_ev="8.11 / 7.36" e_above_lowest_kj_mol=278.75 homo_energy_ha="-0.3487 / -0.3196" total_charge=0
C -0.455389 0.141846 -1.452551 0.72 -0.83 1.04
C 0.140979 0.234606 1.231942 -1.54 2.41 -1.09
C 1.284428 0.322169 0.299533 0.28 -0.33 -1.54
O -2.358140 0.011534 0.103457 0.12 -0.75 0.72
O -0.890762 -2.056757 0.236516 -0.09 1.51 -0.46
S -1.054460 -0.622163 0.047758 -0.83 0.94 0.16
I 2.388992 2.097418 -0.060473 -0.52 -0.66 0.39
I 2.300586 -1.483604 -0.180718 0.04 0.64 0.30
H -1.192720 0.951674 -1.619781 0.99 -0.33 -0.29
H -0.070082 -0.509460 -2.253823 -0.23 0.53 0.41
H 0.081340 -0.394894 2.063559 0.93 -1.09 1.41
H -0.174770 1.307632 1.584585 0.13 -2.04 -1.04

11
Properties=species:S:1:pos:R:3:forces:R:3 method="wB97M-V/def2-TZVPD" e_lumo_ha=-0.0242 total_energy_ha=-865.2084 homo_lumo_gap_ev=8.16 e_above_lowest_kj_mol=86.29 homo_energy_ha=-0.3239 total_charge=0
C 0.462767 -0.105132 1.114662 2.52 -1.19 -0.04
C -0.176937 -1.271108 -2.730743 -0.20 -0.67 1.92
C 1.315696 0.935078 1.252760 -1.11 0.16 0.19
N -0.799095 -0.225327 1.625218 0.60 -0.15 0.03
N -0.199161 -1.718887 -1.672502 0.12 0.14 -0.69
P -2.261380 -0.004091 1.414065 -1.01 0.52 -0.43
I -2.562036 1.482306 -0.651052 -0.01 -0.20 0.25
H 0.869028 -1.149206 0.710498 -0.91 2.53 0.68
H -0.234137 -0.811801 -3.658373 0.05 0.50 -1.20
H 2.307032 0.918345 0.935287 1.53 -1.19 -1.00
H 1.278222 1.949824 1.660181 -1.57 -0.46 0.31

10
Properties=species:S:1:pos:R:3:forces:R:3 method="wB97M-V/def2-TZVPD" e_lumo_ha="-0.0225 / -0.0217" total_energy_ha=-544.2244 homo_lumo_gap_ev="7.07 / 8.90" e_above_lowest_kj_mol=416.05 homo_energy_ha="-0.2822 / -0.3489" total_charge=0
C 0.841002 -1.263124 0.084326 1.81 -0.84 1.26
C 0.197423 0.824677 0.483141 -0.20 2.05 2.05
C -0.829652 -0.043279 -0.250114 0.09 3.19 -0.97
N -0.363382 -1.272122 -0.327657 0.28 -2.40 -0.80
O 1.277201 -0.110574 0.645340 0.00 -0.49 -0.06
I -2.867830 0.252328 -0.115063 -0.05 0.15 0.04
H 1.593416 -2.111244 0.107523 -1.27 1.18 -0.14
H 0.738302 1.725816 0.083043 -1.25 -0.82 -0.48
H -0.232594 1.290701 1.516450 0.94 -1.66 -1.84
H -0.353889 0.706823 -2.226986 -0.34 -0.37 0.93

10
Properties=species:S:1:pos:R:3:forces:R:3 method="wB97M-V/def2-TZVPD" e_lumo_ha=-0.0322 total_energy_ha=-544.3255 homo_lumo_gap_ev=8.93 e_above_lowest_kj_mol=150.64 homo_energy_ha=-0.3603 total_charge=0
C -1.508851 1.616617 0.025701 1.29 0.85 -0.17
C 1.518372 -0.112757 0.109750 0.03 0.00 -0.14
C 0.812528 -1.203485 -0.101594 3.77 -0.04 -3.30
N -1.599680 0.451336 -0.217024 -1.20 -1.82 -0.19
O -1.079052 2.689548 0.141860 -0.51 0.84 0.35
I -3.035852 -0.918270 0.050845 0.10 0.27 0.00
H 2.326960 0.222052 -0.490978 0.61 -0.09 -0.69
H 1.316502 0.553266 0.901163 -0.46 0.61 1.01
H 1.165090 -1.855616 -0.966282 -1.04 0.62 1.34
H 0.083983 -1.442689 0.546559 -2.60 -1.24 1.81